{
  "formula": "C2H3O3Si",
  "method": "ωB97M-V with the def2-TZVPD basis set",
  "charge": -1,
  "max_force_ev_per_a": 4.0,
  "energy_ha": -593.204187,
  "de_lowest_kcal_mol": 26.8,
  "e_lumo_ev": 4.02,
  "gap_ev": 6.39,
  "elements": ["C", "C", "O", "O", "O", "Si", "H", "H", "H"],
  "positions_angstrom": [[-1.03, -0.61, 0.67], [-0.57, -1.20, -0.47], [-1.04, -1.11, 1.82], [-0.69, 0.78, 0.47], [-1.00, -1.64, -1.47], [0.81, 0.86, -0.12], [1.10, 2.46, -0.03], [0.83, 0.62, -1.55], [1.60, -0.16, 0.68]]
}

{
  "formula": "C4H8N2O",
  "method": "ωB97M-V with the def2-TZVPD basis set",
  "charge": 0,
  "max_force_ev_per_a": 0.5,
  "energy_ha": -341.905839,
  "de_lowest_kcal_mol": 61.4,
  "e_lumo_ev": [0.20, 0.44],
  "gap_ev": [7.41, 7.72],
  "elements": ["C", "C", "C", "N", "C", "O", "N", "H", "H", "H", "H", "H", "H", "H", "H"],
  "positions_angstrom": [[-1.23, 1.52, -0.44], [-0.38, 0.36, -0.05], [1.86, 0.09, 0.67], [0.64, 0.58, 0.82], [-0.58, -0.95, -0.69], [-1.32, -1.07, -1.65], [0.00, -2.06, -0.10], [-0.70, 2.17, -1.16], [-2.13, 1.17, -0.93], [-1.50, 2.16, 0.42], [2.56, 0.05, 1.49], [2.12, -0.26, -0.32], [0.46, 1.21, 1.60], [0.50, -2.01, 0.77], [-0.30, -2.95, -0.45]]
}

{
  "formula": "C9H15N3O",
  "method": "ωB97M-V with the def2-TZVPD basis set",
  "charge": 2,
  "max_force_ev_per_a": 3.6,
  "energy_ha": -590.612367,
  "de_lowest_kcal_mol": 121.4,
  "e_lumo_ev": -8.99,
  "smiles": "C/C(C=O)=C\\[N@H+](C)[N+]1=CCCN=C1",
  "gap_ev": 7.73,
  "elements": ["C", "C", "C", "O", "C", "N", "C", "N", "C", "C", "C", "N", "C", "H", "H", "H", "H", "H", "H", "H", "H", "H", "H", "H", "H", "H", "H", "H"],
  "positions_angstrom": [[3.24, 0.52, -1.23], [2.72, -0.18, -0.05], [3.84, -0.99, 0.71], [4.74, -1.42, 0.11], [1.52, -0.37, 0.57], [0.26, 0.42, 0.25], [-0.04, 1.38, 1.42], [-0.93, -0.36, 0.00], [-1.69, -0.32, -1.02], [-2.94, -1.08, -1.14], [-3.55, -0.92, 0.30], [-2.68, -1.06, 1.41], [-1.48, -1.04, 1.31], [4.21, 0.89, -0.91], [2.71, 1.32, -1.77], [3.61, -0.22, -1.90], [3.82, -1.05, 1.88], [1.22, -0.98, 1.40], [0.40, 1.04, -0.65], [0.28, 0.97, 2.43], [0.49, 2.31, 1.29], [-1.13, 1.60, 1.49], [-1.49, 0.35, -1.85], [-3.66, -0.76, -1.93], [-2.74, -2.18, -1.25], [-4.06, 0.02, 0.53], [-4.39, -1.61, 0.38], [-0.87, -1.24, 2.09]]
}

{
  "formula": "C6H9NO",
  "method": "ωB97M-V with the def2-TZVPD basis set",
  "charge": 0,
  "max_force_ev_per_a": 0.7,
  "energy_ha": -363.960174,
  "de_lowest_kcal_mol": 40.2,
  "e_lumo_ev": 0.69,
  "smiles": "C=C1CC/C1=C(/N)O",
  "gap_ev": 8.16,
  "elements": ["C", "C", "C", "C", "C", "C", "N", "O", "H", "H", "H", "H", "H", "H", "H", "H", "H"],
  "positions_angstrom": [[0.56, 1.43, -1.56], [-0.22, 0.55, -0.94], [-1.58, 0.01, -1.29], [-1.54, -0.83, 0.01], [-0.17, -0.24, 0.27], [0.72, -0.45, 1.25], [1.91, 0.25, 1.40], [0.45, -1.35, 2.24], [1.53, 1.74, -1.19], [0.26, 1.88, -2.49], [-1.61, -0.58, -2.21], [-2.37, 0.76, -1.32], [-1.55, -1.91, -0.14], [-2.29, -0.57, 0.75], [2.70, -0.31, 1.68], [2.12, 0.83, 0.60], [1.07, -1.21, 2.97]]
}